ORCA calculation (ωB97M-V/def2-TZVPD) on a cluster of 3 separate species, C4H15NO2 in total in a non-equilibrium geometry.

Last column: Löwdin charge in e.
Positions of all 22 atoms, in Å:
C1 0.59412 0.63102 -1.83378  -0.25
C2 1.58004 -0.37703 -1.22223  -0.40
C3 1.38027 -1.85464 -1.74718  -0.08
C4 3.03157 0.16014 -0.91986  -0.06
N1 -0.93822 0.26946 -1.88850  0.01
H1 0.89928 1.01123 -2.80674  0.10
H2 0.65672 1.52523 -1.19858  0.10
H3 0.89387 -0.47111 -0.21754  0.15
H4 0.50612 -2.34885 -1.37418  0.05
H5 2.28378 -2.47718 -1.70354  0.07
H6 1.11923 -1.92305 -2.80855  0.06
H7 3.05001 0.75369 0.02598  0.08
H8 3.80050 -0.60366 -0.86452  0.06
H9 3.20537 0.86568 -1.77469  0.08
H10 -1.05376 -0.50696 -2.50926  0.04
H11 -1.30784 1.05272 -2.39661  0.05
H12 -3.31466 0.81345 5.20517  0.04
H13 -2.70695 1.44070 6.40079  -0.02
O1 -2.54878 1.30931 5.51563  -0.02
H14 -1.48900 0.34067 1.25125  0.04
H15 -1.87106 -0.38273 0.08449  -0.02
O2 -2.15373 -0.35093 1.01492  -0.10

Results
SMILES = CC(C)CN.O.O
lowest unoccupied orbital energy = 0.860 eV